Record 1
Formula: C16H36Br4N4O4
Source: the Open Molecules 2025 dataset
Level of theory: ωB97M-V/def2-TZVPD

```
64
Properties=species:S:1:pos:R:3:forces:R:3:lowdin_charge:R:1
C 2.441 0.616 5.761 0.7595 -2.6482 -0.5042 -0.0645
N 1.020 0.388 5.727 -0.4986 0.5491 0.7981 0.0048
C 0.267 0.192 4.625 0.5322 -0.0691 0.4189 -0.5532
C -1.214 0.221 4.873 -0.4554 0.8218 0.4542 -0.0035
O 0.783 0.043 3.522 -0.3418 -0.2308 0.0520 -0.0316
H 2.829 0.218 6.717 -0.2033 0.4942 -0.3135 0.0924
H 2.748 1.644 5.627 0.0518 0.1695 -0.2739 0.0714
H 2.855 -0.117 5.000 -0.0247 1.4088 0.5456 0.1140
H 0.545 0.491 6.608 -0.1931 0.0779 -0.1615 0.1318
H -1.722 -0.718 4.857 -0.0181 -0.8631 -0.6900 0.0808
H -1.638 0.925 4.168 -0.1915 -0.2072 -0.3924 0.0437
H -1.521 0.607 5.846 0.5506 0.2081 0.1778 0.0819
C 0.106 -0.202 -4.980 2.0859 1.2250 -0.3077 -0.0551
N 0.165 0.909 -3.975 0.1857 -1.0248 -0.6278 -0.0040
C 0.063 2.238 -4.313 1.0118 -0.4835 -0.0585 -0.5683
C 0.535 3.089 -3.157 -1.1969 0.7484 1.4801 -0.0156
O -0.325 2.707 -5.380 0.0587 -0.7773 0.7630 0.0236
H -0.510 -1.052 -4.744 -0.3551 -0.1531 0.6658 0.0568
H 1.172 -0.589 -5.215 -1.6517 0.5928 0.4553 0.1032
H -0.276 0.237 -5.902 0.0373 0.0067 0.0331 0.0691
H 0.568 0.722 -3.037 -0.6095 0.0197 -1.0159 0.0909
H 1.606 3.148 -2.895 -0.4070 -0.3232 -0.6603 0.0903
H 0.010 2.742 -2.232 0.5105 -0.0169 -0.5807 0.0726
H 0.129 4.089 -3.291 0.3251 0.2020 -0.2407 0.0762
C -0.621 -4.790 0.153 1.4964 0.9182 -0.3718 -0.0992
N -0.627 -5.441 -1.123 -0.9577 -0.7034 -1.3280 -0.0067
C 0.251 -5.304 -2.176 0.1008 -0.1158 0.6888 -0.5441
C 1.355 -4.285 -2.027 -0.8382 0.3569 0.2139 0.0008
O 0.137 -6.014 -3.154 -0.1066 0.2493 -0.2888 0.0452
H -1.321 -5.256 0.791 -0.7527 -0.4350 0.6979 0.0697
H -0.815 -3.734 0.073 -0.5694 0.6561 0.0107 0.0665
H 0.366 -4.804 0.638 -0.1767 -0.5099 -0.1982 0.0890
H -1.518 -5.824 -1.481 0.9081 0.0912 0.7400 0.1536
H 1.897 -4.260 -2.936 0.4432 0.0636 -0.9581 0.0677
H 2.049 -4.581 -1.266 0.2987 -0.0708 0.7075 0.0755
H 0.956 -3.277 -1.818 0.1471 -0.4316 0.0864 0.0836
C -1.899 0.361 0.726 0.4246 2.1653 1.5059 -0.0848
N -0.596 -0.206 0.901 1.0794 -0.8130 0.1361 0.0113
C 0.353 -0.074 -0.067 0.8246 -0.4499 2.2835 -0.5454
C 1.706 -0.533 0.418 0.4561 -0.0059 -1.6204 0.0098
O 0.243 0.428 -1.160 -1.0262 0.3207 -1.1100 0.0203
H -1.918 0.877 -0.240 -0.3230 -0.3053 0.2582 0.0372
H -1.994 1.134 1.547 -0.1425 -0.3675 -0.9934 0.0620
H -2.720 -0.293 0.910 -0.4912 -0.8764 -0.4007 0.0691
H -0.205 -0.427 1.860 -0.8650 0.5283 -1.4523 0.1192
H 2.431 0.009 -0.208 -0.0540 -0.2790 0.2983 0.0934
H 1.837 -1.604 0.220 -0.0040 0.1591 0.2623 0.0802
H 1.851 -0.281 1.439 0.2138 -0.0968 0.9202 0.0406
Br 4.530 3.624 3.047 -0.8685 0.1719 0.1290 0.5850
C 2.585 4.041 3.265 0.7316 -0.2086 -1.6236 -0.6411
C 1.794 2.943 2.634 0.3786 -2.4003 1.1529 -0.6880
Br -0.133 3.138 2.928 0.3769 0.3596 -0.0540 0.7107
H 2.423 4.992 2.792 0.0501 0.3602 -0.1363 0.0545
H 2.391 4.098 4.286 -0.1212 0.1597 1.7111 0.0240
H 2.076 1.939 3.114 -0.5861 1.4498 -0.6521 0.0518
H 1.945 2.808 1.584 0.0176 0.2903 -0.6261 0.0471
Br -5.084 -0.704 -3.350 -0.5281 -0.5190 0.3167 0.6627
C -4.189 0.695 -4.228 0.8462 1.3364 -1.2871 -0.7756
C -3.047 1.292 -3.458 -0.4682 -1.5209 1.6183 -0.7029
Br -3.676 2.431 -2.018 0.0110 0.1159 0.1131 0.6435
H -4.838 1.527 -4.543 -0.2926 -0.5557 0.4579 0.0687
H -3.758 0.355 -5.176 -0.1465 -0.4757 0.2475 0.0690
H -2.504 1.887 -4.106 1.0955 1.4186 -1.2195 0.0108
H -2.349 0.569 -2.999 -0.5446 0.2424 -0.2530 0.0575
```
Forces are in eV/Å.

Structure (SMILES) = CNC(C)=O.CNC(C)=O.CNC(C)=O.CNC(C)=O.BrCCBr.BrCCBr
Molecular weight = 668.1 g/mol
Electronic energy = -311497.6323 eV
E_HOMO = -9.17 eV
Relative energy (zero: lowest compared OMol25 entry of this formula, charge and spin) = 0.0 kJ/mol
Net charge = 0

Record 2
Formula: C2H2F2LuO2
Source: the Open Molecules 2025 dataset
Level of theory: ωB97M-V/def2-TZVPD

```
9
Properties=species:S:1:pos:R:3:forces:R:3:lowdin_charge:R:1
F 0.242 -1.161 1.339 0.4741 0.6103 -0.7840 -0.0279
H -0.443 0.509 -1.915 -0.4075 -0.7267 -0.1816 0.1992
O 1.058 0.088 -0.538 -1.1242 6.0121 -0.4834 -0.2499
O 1.277 -1.284 0.355 1.5621 -3.3799 2.7248 -0.0487
C -0.203 0.361 -0.860 5.1127 0.5703 -1.3197 -0.0316
C -1.184 0.130 0.100 -4.5046 1.8979 1.7103 0.1476
F -1.750 1.128 0.721 1.5101 -2.4825 -0.8198 0.2957
H -1.723 -0.820 0.067 -0.4415 -0.1132 0.6828 0.2100
Lu 2.728 1.049 0.731 -2.1812 -2.3882 -1.5293 2.5056
```
Forces are in eV/Å.

Molecular weight = 271.0 g/mol
Electronic energy = -45208.2309 eV
E_HOMO (alpha / beta) = -22.11 / -22.34 eV
Net charge = +3

Record 3
Formula: C24H20FN6O4S2TeV
Source: the Open Molecules 2025 dataset
Level of theory: ωB97M-V/def2-TZVPD

```
59
Properties=species:S:1:pos:R:3:forces:R:3:lowdin_charge:R:1
V -1.215 0.070 -0.171 -0.9350 -0.5327 -2.5156 0.8868
N -0.473 3.336 -1.331 -0.2206 -0.0340 0.0049 0.1944
C -1.703 2.842 -1.361 -0.2114 0.3172 -0.1143 -0.5977
N -2.011 1.560 -1.098 0.3171 -0.0164 -0.0458 -0.0611
C -3.387 1.310 -1.207 -0.4142 0.3449 -0.2474 -0.3087
C -4.113 2.399 -1.519 0.0459 -0.2533 0.1935 -0.2567
S -3.107 3.787 -1.719 0.2940 -0.1015 0.0531 1.2155
C -3.765 -0.087 -1.049 -0.7928 -0.0241 -0.2939 -0.3074
C -4.943 -0.682 -1.301 0.2370 0.1489 0.1074 -0.2554
S -4.863 -2.388 -1.045 0.3770 -0.0014 0.1320 1.2223
C -3.204 -2.244 -0.587 -0.4048 -0.3703 -0.0590 -0.6119
N -2.740 -0.977 -0.644 -0.7944 -0.8311 0.3633 -0.1166
N -2.471 -3.298 -0.239 -0.2313 0.1666 -0.0458 0.1794
H 0.329 2.722 -1.392 0.1337 -0.0326 -0.0329 0.0873
H -0.321 4.312 -1.538 0.0516 0.0053 0.0057 0.1443
H -5.183 2.484 -1.635 0.0112 -0.0178 -0.0580 0.1137
H -5.864 -0.220 -1.622 0.0152 -0.0221 -0.0583 0.1159
H -2.905 -4.211 -0.207 0.0700 -0.0351 0.0252 0.1442
H -1.588 -3.215 0.238 0.0803 -0.0139 0.0081 0.1263
Te 0.330 -1.064 -2.019 1.0116 0.0238 -0.5999 1.6344
C 2.127 -1.949 -1.277 -0.3187 -0.0987 0.0311 -0.4667
C 2.538 -3.052 -2.021 -0.2543 0.0589 -0.1211 -0.1322
C 3.777 -3.611 -1.744 0.0494 -0.0352 -0.0442 -0.0315
C 4.575 -3.080 -0.741 -0.0101 0.0447 0.0312 -0.0136
C 4.131 -1.999 0.010 -0.0243 -0.0145 -0.0258 -0.0268
C 2.895 -1.424 -0.250 -0.0370 0.0413 0.1736 -0.1262
C 1.253 0.669 -2.841 -0.1686 0.0038 0.1762 -0.4934
C 2.206 1.371 -2.105 -0.0176 -0.0867 0.1246 -0.1500
C 2.894 2.407 -2.721 -0.0002 -0.0015 0.0179 -0.0393
C 2.626 2.731 -4.048 0.0050 0.0323 0.0082 -0.0198
C 1.659 2.037 -4.761 0.0262 0.0360 -0.0150 -0.0306
C 0.964 0.994 -4.162 -0.1883 -0.1369 0.0475 -0.1194
H 1.922 -3.463 -2.812 0.0440 -0.0400 -0.0036 0.1016
H 4.112 -4.461 -2.323 0.0136 0.0026 0.0057 0.1305
H 5.546 -3.512 -0.534 -0.0158 -0.0337 -0.0089 0.1315
H 4.740 -1.594 0.807 0.0159 -0.0265 -0.0020 0.1295
H 2.557 -0.614 0.373 -0.0526 0.1336 0.0183 0.0678
H 2.449 1.097 -1.086 0.0223 0.0009 -0.0313 0.0959
H 3.656 2.943 -2.170 -0.0036 0.0015 -0.0135 0.1293
H 3.190 3.521 -4.527 -0.0369 0.0133 -0.0132 0.1311
H 1.454 2.294 -5.791 0.0123 -0.0291 -0.0104 0.1300
H 0.233 0.430 -4.728 0.0087 0.0371 -0.0464 0.1083
F -2.370 -2.490 4.143 0.0140 0.0388 0.1630 0.1107
C -1.617 -1.474 4.556 0.0771 0.1289 -0.3864 -0.1666
C -1.381 -0.447 3.740 -0.1966 -0.3260 0.1462 0.0133
N -0.589 0.620 4.111 0.2465 0.2742 0.2394 -0.0062
C -0.248 1.648 3.155 -0.3331 -0.3446 -0.1852 -0.0181
C 0.545 0.982 2.029 1.4858 0.5378 2.3377 -0.3925
O 1.655 0.584 2.123 -0.6074 0.0849 -0.6417 0.2261
O -0.178 0.754 0.855 1.6524 0.9378 1.5324 -0.1892
C 0.050 0.667 5.379 -0.1060 0.0321 -0.4120 -0.4343
O 0.787 1.571 5.663 -0.0096 -0.0412 0.0874 0.1428
N -0.263 -0.393 6.192 0.0765 0.0194 0.1395 0.2383
C -1.045 -1.521 5.919 -0.1369 -0.0612 -0.1082 -0.3701
O -1.224 -2.405 6.701 0.0446 0.0176 0.0066 0.1839
H -1.849 -0.410 2.761 -0.0584 0.0454 0.0359 0.1196
H 0.401 2.356 3.673 0.0671 0.0221 -0.0737 0.1523
H -1.144 2.153 2.784 0.0543 0.0057 -0.0408 0.1448
H 0.159 -0.368 7.114 0.0206 0.0052 0.0385 0.1903
```
Forces are in eV/Å.

Molecular weight = 718.1 g/mol
Electronic energy = -99685.1017 eV
Multiplicity = 2
E_HOMO (alpha / beta) = -16.26 / -16.26 eV
Relative energy (zero: lowest compared OMol25 entry of this formula, charge and spin) = 262.3 kJ/mol
Net charge = +3

The lowest electronic energy belongs to which entry?
C16H36Br4N4O4

Among the records above, which one has the highest electronic energy?
C2H2F2LuO2

Which of these has the highest electronic energy?
C2H2F2LuO2

Which formula does entry 1 have?
C16H36Br4N4O4